(1)
{
  "formula": "C40H33N3NdO8PS",
  "method": "ωB97M-V/def2-TZVPD",
  "elements": ["Nd", "O", "C", "C", "C", "C", "C", "C", "C", "O", "N", "N", "C", "C", "C", "C", "C", "C", "N", "H", "H", "H", "H", "H", "H", "H", "H", "H", "H", "C", "O", "C", "C", "C", "C", "C", "C", "O", "C", "O", "C", "H", "H", "H", "H", "H", "H", "H", "H", "H", "O", "S", "O", "O", "C", "C", "C", "C", "C", "C", "P", "C", "C", "C", "C", "C", "C", "C", "C", "C", "C", "C", "C", "H", "H", "H", "H", "H", "H", "H", "H", "H", "H", "H", "H", "H", "H"],
  "coordinates": [[1.225, 0.000, -0.116], [-1.883, -2.279, -3.156], [-2.038, -3.560, -2.675], [-2.937, -4.372, -3.424], [-3.093, -5.679, -3.019], [-2.357, -6.166, -1.943], [-1.499, -5.346, -1.209], [-1.348, -3.989, -1.572], [-0.479, -3.020, -0.833], [-0.454, -1.778, -1.164], [0.214, -3.459, 0.209], [0.847, -2.504, 0.859], [1.304, -2.817, 2.063], [1.768, -1.758, 2.892], [2.142, -2.023, 4.236], [2.304, -0.970, 5.107], [2.177, 0.336, 4.633], [1.859, 0.501, 3.267], [1.618, -0.485, 2.414], [-1.223, -1.890, -2.395], [-3.505, -3.981, -4.273], [-3.755, -6.323, -3.647], [-2.386, -7.162, -1.608], [-0.857, -5.730, -0.439], [1.281, -3.858, 2.439], [2.349, -3.039, 4.585], [2.503, -1.172, 6.173], [2.331, 1.236, 5.216], [1.803, 1.526, 2.917], [8.401, -1.032, 0.160], [8.184, -0.490, -1.200], [6.887, -0.437, -1.663], [6.683, -0.802, -3.031], [5.346, -1.062, -3.449], [4.230, -0.707, -2.659], [2.829, -1.070, -3.016], [2.514, -1.470, -4.445], [1.908, -1.144, -2.143], [4.483, -0.023, -1.383], [3.496, 0.473, -0.700], [5.809, -0.034, -0.854], [9.431, -1.362, 0.200], [7.738, -1.941, 0.350], [8.267, -0.295, 0.987], [7.566, -0.896, -3.691], [5.227, -1.510, -4.444], [2.792, -2.527, -4.631], [2.977, -0.811, -5.225], [1.418, -1.457, -4.584], [5.919, 0.358, 0.141], [1.831, 3.635, -1.102], [0.772, 2.823, -0.542], [0.301, 1.631, -1.425], [1.217, 2.158, 0.783], [-0.673, 3.862, -0.234], [-0.460, 5.173, -0.517], [-1.469, 6.108, -0.314], [-2.737, 5.676, 0.021], [-2.901, 4.312, 0.261], [-1.915, 3.349, 0.217], [-2.122, 1.604, 0.696], [-2.589, 1.698, 2.500], [-3.073, 0.570, 3.205], [-3.866, 0.702, 4.357], [-4.068, 2.004, 4.889], [-3.305, 3.029, 4.372], [-2.491, 2.862, 3.207], [-3.800, 1.389, -0.079], [-5.111, 1.264, 0.502], [-6.207, 1.272, -0.329], [-6.159, 1.356, -1.696], [-4.871, 1.332, -2.267], [-3.735, 1.374, -1.467], [0.530, 5.453, -0.912], [-1.331, 7.163, -0.423], [-3.649, 6.238, 0.099], [-3.896, 4.076, 0.625], [-3.009, -0.391, 2.714], [-4.266, -0.169, 4.822], [-4.747, 2.164, 5.776], [-3.396, 4.055, 4.787], [-1.840, 3.679, 2.997], [-5.296, 1.154, 1.589], [-7.202, 1.331, 0.205], [-7.049, 1.242, -2.317], [-4.703, 1.428, -3.328], [-2.736, 1.392, -1.925]],
  "mulliken_spin": [3.014, 0.000, 0.000, 0.000, 0.000, 0.000, 0.000, 0.000, -0.001, -0.004, -0.001, -0.001, 0.000, 0.001, 0.000, 0.000, 0.000, 0.001, 0.000, 0.000, 0.000, 0.000, 0.000, 0.000, 0.000, 0.000, 0.000, 0.000, -0.001, 0.000, 0.000, 0.000, 0.000, 0.000, 0.000, 0.001, 0.000, -0.004, 0.000, -0.003, 0.000, 0.000, 0.000, 0.000, 0.000, 0.000, 0.000, 0.000, 0.000, 0.000, 0.000, 0.003, -0.002, -0.003, 0.002, 0.000, 0.000, 0.000, 0.000, -0.004, 0.001, -0.001, 0.000, 0.000, 0.000, 0.000, 0.000, 0.001, 0.000, 0.000, 0.000, 0.000, 0.000, 0.000, 0.000, 0.000, 0.000, 0.000, 0.000, 0.000, 0.000, 0.000, 0.000, 0.000, 0.000, 0.000, 0.001],
  "s2": 3.75,
  "spin_multiplicity": 4,
  "mol_weight_g_mol": 891.0,
  "de_lowest_ev": 0.562,
  "e_lumo_ha": [-0.030, -0.030],
  "total_charge": 0
}


(2)
{
  "formula": "C4H6O2",
  "method": "ωB97M-V/def2-TZVPD",
  "elements": ["C", "C", "O", "C", "C", "O", "H", "H", "H", "H", "H", "H"],
  "coordinates": [[-0.370, -1.055, -1.161], [0.633, -0.094, -0.539], [1.429, 0.527, -1.195], [0.476, 0.081, 1.056], [-0.316, 1.352, 0.965], [-0.970, 1.539, -0.039], [-1.065, -0.548, -1.840], [-0.958, -1.566, -0.396], [0.196, -1.788, -1.742], [-0.135, -0.761, 1.396], [1.312, 0.160, 1.778], [-0.232, 2.153, 1.717]],
  "nbo_charge": [-0.721, 0.640, -0.533, -0.628, 0.439, -0.518, 0.257, 0.209, 0.239, 0.240, 0.243, 0.133],
  "spin_multiplicity": 1,
  "mol_weight_g_mol": 86.1,
  "de_lowest_ev": 1.415,
  "e_lumo_ha": 0.031,
  "total_charge": 0
}


(3)
{
  "formula": "C2H5S",
  "method": "ωB97M-V/def2-TZVPD",
  "elements": ["S", "H", "C", "C", "H", "H", "H", "H"],
  "coordinates": [[0.503, -3.620, 2.550], [1.557, -4.322, 2.088], [-0.709, 1.315, -1.333], [0.060, 1.366, -0.241], [-0.865, 2.233, -1.903], [-1.217, 0.448, -1.738], [0.749, 0.550, -0.031], [-0.078, 2.031, 0.607]],
  "nbo_charge": [-1.078, 0.078, -0.405, -0.375, 0.173, 0.202, 0.205, 0.199],
  "spin_multiplicity": 1,
  "mol_weight_g_mol": 61.1,
  "de_lowest_ev": 2.014,
  "e_lumo_ha": 0.126,
  "total_charge": -1
}


(4)
{
  "formula": "C15H19ClOTi",
  "method": "ωB97M-V/def2-TZVPD",
  "elements": ["C", "C", "C", "C", "Cl", "H", "H", "H", "H", "H", "H", "H", "H", "H", "C", "C", "C", "H", "C", "C", "H", "H", "H", "H", "C", "C", "C", "H", "C", "C", "H", "H", "H", "H", "Ti", "O", "C"],
  "coordinates": [[0.223, 0.691, -3.448], [1.616, 1.254, -3.781], [0.001, -0.659, -4.152], [-0.878, 1.696, -3.830], [0.126, 0.400, -1.656], [0.042, -0.533, -5.243], [-0.995, -1.076, -3.940], [0.793, -1.384, -3.909], [1.703, 1.430, -4.863], [2.421, 0.544, -3.535], [1.797, 2.233, -3.312], [-0.860, 1.883, -4.913], [-0.728, 2.680, -3.362], [-1.886, 1.309, -3.617], [1.845, -1.495, 3.150], [0.994, -2.248, 2.291], [0.977, -1.599, 1.013], [0.508, -3.198, 2.550], [1.856, -0.448, 1.091], [2.394, -0.388, 2.416], [3.103, 0.367, 2.777], [2.049, -1.738, 4.199], [0.472, -1.925, 0.107], [2.097, 0.204, 0.261], [-2.091, 1.097, 2.684], [-2.257, -0.153, 3.383], [-2.083, -1.219, 2.461], [-2.534, -0.274, 4.436], [-1.796, -0.645, 1.170], [-1.809, 0.789, 1.314], [-1.714, 1.491, 0.490], [-2.213, 2.108, 3.093], [-2.251, -2.276, 2.678], [-1.681, -1.163, 0.227], [-0.027, -0.181, 2.475], [0.511, 1.550, 5.118], [0.275, 0.877, 4.176]],
  "nbo_charge": [0.055, -0.643, -0.641, -0.642, -0.185, 0.246, 0.223, 0.223, 0.246, 0.223, 0.225, 0.246, 0.225, 0.223, -0.228, -0.274, -0.244, 0.297, -0.263, -0.208, 0.295, 0.292, 0.299, 0.308, -0.200, -0.211, -0.287, 0.295, -0.240, -0.272, 0.310, 0.297, 0.299, 0.300, 1.107, -0.260, 0.563],
  "spin_multiplicity": 1,
  "mol_weight_g_mol": 298.6,
  "de_lowest_ev": 0.423,
  "e_lumo_ha": -0.385,
  "total_charge": 2
}


(5)
{
  "formula": "C30H28N3O3S5Sn",
  "method": "ωB97M-V/def2-TZVPD",
  "elements": ["Sn", "C", "N", "C", "C", "C", "C", "C", "C", "C", "C", "H", "H", "H", "H", "H", "H", "H", "H", "H", "H", "H", "H", "O", "C", "S", "C", "C", "S", "S", "S", "N", "C", "O", "C", "C", "C", "N", "C", "C", "H", "H", "H", "H", "H", "H", "O", "S", "C", "C", "C", "C", "C", "C", "C", "C", "C", "C", "C", "C", "H", "H", "H", "H", "H", "H", "H", "H", "H", "H"],
  "coordinates": [[0.810, 1.418, -0.230], [0.584, 0.124, 2.751], [0.755, 1.465, 2.169], [-0.221, 2.386, 2.777], [2.129, 1.962, 2.447], [3.159, 1.278, 1.582], [4.407, 0.929, 2.078], [5.350, 0.371, 1.226], [5.047, 0.165, -0.113], [3.790, 0.499, -0.603], [2.846, 1.063, 0.244], [0.718, 0.172, 3.836], [1.319, -0.551, 2.323], [-0.416, -0.249, 2.531], [-0.013, 2.497, 3.845], [-1.226, 1.986, 2.656], [-0.150, 3.362, 2.302], [2.352, 1.825, 3.510], [2.124, 3.037, 2.246], [4.648, 1.096, 3.122], [6.324, 0.096, 1.608], [5.791, -0.258, -0.775], [3.557, 0.334, -1.649], [-2.298, 5.479, -4.526], [-1.594, 4.808, -3.834], [-0.865, 5.383, -2.316], [-0.014, 3.899, -1.933], [-0.129, 2.881, -2.797], [0.527, 1.257, -2.610], [-1.132, 3.135, -4.214], [0.781, 3.857, -0.363], [-6.482, 3.200, -0.115], [-5.867, 2.172, -0.738], [-6.448, 1.369, -1.434], [-4.371, 2.036, -0.531], [-3.559, 2.964, 0.104], [-2.204, 2.711, 0.216], [-1.632, 1.599, -0.255], [-2.412, 0.726, -0.906], [-3.771, 0.902, -1.057], [-7.475, 3.300, -0.249], [-6.009, 3.854, 0.478], [-3.936, 3.898, 0.497], [-1.543, 3.444, 0.654], [-1.921, -0.126, -1.344], [-4.374, 0.186, -1.597], [0.794, -0.823, -0.119], [-0.244, -1.916, -0.438], [0.477, -2.811, -1.787], [1.856, -2.858, -1.932], [2.381, -3.559, -3.004], [1.533, -4.196, -3.905], [0.157, -4.131, -3.747], [-0.384, -3.423, -2.683], [-0.071, -3.080, 0.892], [-1.178, -3.846, 1.220], [-1.066, -4.779, 2.241], [0.135, -4.920, 2.921], [1.234, -4.137, 2.584], [1.139, -3.209, 1.561], [2.500, -2.341, -1.233], [3.452, -3.608, -3.142], [1.951, -4.738, -4.742], [-0.497, -4.616, -4.459], [-1.458, -3.350, -2.559], [-2.115, -3.718, 0.691], [-1.918, -5.389, 2.509], [0.216, -5.643, 3.721], [2.167, -4.255, 3.117], [1.985, -2.595, 1.281]],
  "nbo_charge": [1.708, -0.425, -0.471, -0.423, -0.257, -0.089, -0.198, -0.193, -0.203, -0.238, -0.371, 0.203, 0.232, 0.210, 0.207, 0.214, 0.223, 0.212, 0.227, 0.218, 0.226, 0.224, 0.224, -0.527, 0.203, 0.348, -0.406, -0.397, -0.159, 0.356, -0.192, -0.797, 0.639, -0.574, -0.060, -0.181, 0.032, -0.513, 0.061, -0.204, 0.422, 0.396, 0.219, 0.232, 0.212, 0.266, -1.009, 1.260, -0.194, -0.228, -0.180, -0.173, -0.197, -0.212, -0.294, -0.139, -0.213, -0.176, -0.182, -0.212, 0.240, 0.230, 0.232, 0.233, 0.225, 0.220, 0.233, 0.232, 0.231, 0.239],
  "spin_multiplicity": 1,
  "mol_weight_g_mol": 757.6,
  "de_lowest_ev": 0.000,
  "e_lumo_ha": -0.109,
  "total_charge": 1
}


Repeat the fourth record exactly.
{
  "formula": "C15H19ClOTi",
  "method": "ωB97M-V/def2-TZVPD",
  "elements": ["C", "C", "C", "C", "Cl", "H", "H", "H", "H", "H", "H", "H", "H", "H", "C", "C", "C", "H", "C", "C", "H", "H", "H", "H", "C", "C", "C", "H", "C", "C", "H", "H", "H", "H", "Ti", "O", "C"],
  "coordinates": [[0.223, 0.691, -3.448], [1.616, 1.254, -3.781], [0.001, -0.659, -4.152], [-0.878, 1.696, -3.830], [0.126, 0.400, -1.656], [0.042, -0.533, -5.243], [-0.995, -1.076, -3.940], [0.793, -1.384, -3.909], [1.703, 1.430, -4.863], [2.421, 0.544, -3.535], [1.797, 2.233, -3.312], [-0.860, 1.883, -4.913], [-0.728, 2.680, -3.362], [-1.886, 1.309, -3.617], [1.845, -1.495, 3.150], [0.994, -2.248, 2.291], [0.977, -1.599, 1.013], [0.508, -3.198, 2.550], [1.856, -0.448, 1.091], [2.394, -0.388, 2.416], [3.103, 0.367, 2.777], [2.049, -1.738, 4.199], [0.472, -1.925, 0.107], [2.097, 0.204, 0.261], [-2.091, 1.097, 2.684], [-2.257, -0.153, 3.383], [-2.083, -1.219, 2.461], [-2.534, -0.274, 4.436], [-1.796, -0.645, 1.170], [-1.809, 0.789, 1.314], [-1.714, 1.491, 0.490], [-2.213, 2.108, 3.093], [-2.251, -2.276, 2.678], [-1.681, -1.163, 0.227], [-0.027, -0.181, 2.475], [0.511, 1.550, 5.118], [0.275, 0.877, 4.176]],
  "nbo_charge": [0.055, -0.643, -0.641, -0.642, -0.185, 0.246, 0.223, 0.223, 0.246, 0.223, 0.225, 0.246, 0.225, 0.223, -0.228, -0.274, -0.244, 0.297, -0.263, -0.208, 0.295, 0.292, 0.299, 0.308, -0.200, -0.211, -0.287, 0.295, -0.240, -0.272, 0.310, 0.297, 0.299, 0.300, 1.107, -0.260, 0.563],
  "spin_multiplicity": 1,
  "mol_weight_g_mol": 298.6,
  "de_lowest_ev": 0.423,
  "e_lumo_ha": -0.385,
  "total_charge": 2
}


Copy entry 4 word for word.
{
  "formula": "C15H19ClOTi",
  "method": "ωB97M-V/def2-TZVPD",
  "elements": ["C", "C", "C", "C", "Cl", "H", "H", "H", "H", "H", "H", "H", "H", "H", "C", "C", "C", "H", "C", "C", "H", "H", "H", "H", "C", "C", "C", "H", "C", "C", "H", "H", "H", "H", "Ti", "O", "C"],
  "coordinates": [[0.223, 0.691, -3.448], [1.616, 1.254, -3.781], [0.001, -0.659, -4.152], [-0.878, 1.696, -3.830], [0.126, 0.400, -1.656], [0.042, -0.533, -5.243], [-0.995, -1.076, -3.940], [0.793, -1.384, -3.909], [1.703, 1.430, -4.863], [2.421, 0.544, -3.535], [1.797, 2.233, -3.312], [-0.860, 1.883, -4.913], [-0.728, 2.680, -3.362], [-1.886, 1.309, -3.617], [1.845, -1.495, 3.150], [0.994, -2.248, 2.291], [0.977, -1.599, 1.013], [0.508, -3.198, 2.550], [1.856, -0.448, 1.091], [2.394, -0.388, 2.416], [3.103, 0.367, 2.777], [2.049, -1.738, 4.199], [0.472, -1.925, 0.107], [2.097, 0.204, 0.261], [-2.091, 1.097, 2.684], [-2.257, -0.153, 3.383], [-2.083, -1.219, 2.461], [-2.534, -0.274, 4.436], [-1.796, -0.645, 1.170], [-1.809, 0.789, 1.314], [-1.714, 1.491, 0.490], [-2.213, 2.108, 3.093], [-2.251, -2.276, 2.678], [-1.681, -1.163, 0.227], [-0.027, -0.181, 2.475], [0.511, 1.550, 5.118], [0.275, 0.877, 4.176]],
  "nbo_charge": [0.055, -0.643, -0.641, -0.642, -0.185, 0.246, 0.223, 0.223, 0.246, 0.223, 0.225, 0.246, 0.225, 0.223, -0.228, -0.274, -0.244, 0.297, -0.263, -0.208, 0.295, 0.292, 0.299, 0.308, -0.200, -0.211, -0.287, 0.295, -0.240, -0.272, 0.310, 0.297, 0.299, 0.300, 1.107, -0.260, 0.563],
  "spin_multiplicity": 1,
  "mol_weight_g_mol": 298.6,
  "de_lowest_ev": 0.423,
  "e_lumo_ha": -0.385,
  "total_charge": 2
}